Record 1
The following is a DFT calculation (ωB97M-V/def2-TZVPD) of a 10-piece molecular cluster, C7H31NO9 overall in a non-equilibrium geometry.

SMILES: C=C(/C=C/C)CCN.O.O.O.O.O.O.O.O.O
Frontier orbital gap, hartree: 0.333
Calculated total energy, a.u.: -1017.167302
LUMO, Eh: -0.0018
Total charge: 0
Spin multiplicity: 1
E_HOMO, eV: -9.111

Atoms and positions in Å:
C (0.787, 1.557, -0.407)
C (0.426, 0.297, -0.656)
C (-0.449, -0.531, 0.200)
C (-0.062, -1.081, 1.350)
C (-0.908, -1.938, 2.214)
C (0.816, -0.421, -1.944)
C (2.099, -1.235, -1.798)
N (3.297, -0.397, -1.723)
H (1.464, 2.024, -1.120)
H (0.625, 2.116, 0.520)
H (-1.411, -0.768, -0.211)
H (0.958, -0.943, 1.625)
H (-1.916, -2.170, 1.875)
H (-0.794, -1.929, 3.295)
H (-0.475, -2.940, 2.072)
H (-0.041, -0.942, -2.370)
H (1.012, 0.378, -2.664)
H (2.108, -1.757, -0.834)
H (2.205, -2.033, -2.533)
H (3.081, 0.463, -1.249)
H (3.631, -0.122, -2.634)
O (2.597, -2.605, 2.091)
H (3.504, -2.290, 2.207)
H (2.444, -1.883, 1.465)
O (-2.107, 3.805, -2.440)
H (-2.565, 2.966, -2.630)
H (-1.227, 3.515, -2.747)
O (-2.083, -2.767, -1.425)
H (-2.642, -3.318, -0.903)
H (-2.436, -1.872, -1.442)
O (-3.726, 1.320, -1.671)
H (-3.565, 1.773, -0.823)
H (-4.590, 1.608, -1.994)
O (0.783, 2.671, 2.562)
H (-0.056, 2.167, 2.703)
H (0.568, 3.595, 2.701)
O (-2.517, 2.950, 0.077)
H (-2.090, 3.382, -0.707)
H (-3.157, 3.581, 0.409)
O (3.481, 0.438, 1.824)
H (2.706, 0.996, 1.745)
H (4.098, 0.829, 1.237)
O (-1.838, 1.754, 2.512)
H (-1.994, 0.806, 2.445)
H (-1.986, 2.139, 1.617)
O (0.675, -4.786, -0.632)
H (-0.085, -4.222, -0.863)
H (1.357, -4.177, -0.323)

=====

Record 2
The following is a DFT calculation (ωB97M-V/def2-TZVPD) of one molecule with the formula C4H11NOS in a non-equilibrium geometry.

SMILES: N[C@@H](CO)CCS
Frontier orbital gap, hartree: 0.369
Calculated total energy, a.u.: -687.121645
LUMO, Eh: 0.0261
Total charge: 0
Spin multiplicity: 1
E_HOMO, eV: -9.341

Atoms and positions in Å:
N (2.122, 0.385, 0.106)
C (0.671, 0.139, -0.159)
C (0.673, -0.749, -1.527)
O (-0.530, -0.550, -2.241)
C (-0.312, -0.548, 0.699)
C (-1.242, 0.277, 1.543)
S (-2.483, 1.221, 0.692)
H (2.408, 0.353, 1.069)
H (2.365, 1.385, -0.024)
H (0.295, 1.171, -0.487)
H (0.818, -1.840, -1.347)
H (1.488, -0.608, -2.336)
H (-1.215, -0.906, -1.634)
H (-1.064, -1.139, -0.023)
H (0.221, -1.367, 1.220)
H (-0.613, 0.930, 2.156)
H (-1.771, -0.449, 2.127)
H (-1.832, 2.296, 0.168)

=====

Record 3
The following is a DFT calculation (ωB97M-V/def2-TZVPD) of C29H53BrINO12S as an isolated structure in a non-equilibrium geometry.

Frontier orbital gap, hartree: 0.309
Calculated total energy, a.u.: -5363.974126
LUMO, Eh: -0.0183
Total charge: 0
Spin multiplicity: 1
E_HOMO, eV: -8.910

Atoms and positions in Å:
C (2.470, 0.128, 4.001)
C (1.970, 0.915, 2.623)
C (2.180, -0.106, 1.353)
C (1.038, -1.326, 1.294)
C (-0.316, -0.618, 0.616)
C (-1.685, -1.492, 0.838)
C (-2.634, -0.989, 2.082)
C (-3.689, 0.236, 1.649)
C (-2.831, 1.632, 1.684)
C (-3.728, 3.003, 1.612)
I (-4.742, 2.815, -0.320)
C (-2.539, 4.168, 1.774)
C (-2.108, 5.035, 0.451)
C (-0.603, 5.703, 0.742)
O (-0.548, 7.058, 0.807)
N (0.653, 4.878, 0.938)
C (1.644, 5.059, -0.203)
C (1.427, 5.333, 2.178)
C (-2.837, 5.010, 3.180)
O (-1.871, 5.676, 3.833)
O (-4.268, 4.808, 3.494)
C (-4.625, 3.478, 2.899)
S (-6.358, 3.789, 2.214)
Br (-4.881, 2.258, 4.463)
H (3.386, -0.560, 3.680)
H (1.556, -0.557, 4.321)
H (2.784, 0.887, 4.838)
H (0.831, 1.159, 2.784)
H (2.517, 1.962, 2.482)
H (1.972, 0.540, 0.373)
H (3.277, -0.512, 1.245)
H (0.794, -1.750, 2.373)
H (1.489, -2.138, 0.570)
H (-0.120, -0.602, -0.562)
H (-0.352, 0.468, 1.082)
H (-2.362, -1.439, -0.136)
H (-1.377, -2.613, 0.973)
H (-3.334, -1.917, 2.353)
H (-2.044, -0.746, 3.073)
H (-4.575, 0.174, 2.410)
H (-4.124, -0.050, 0.591)
H (-2.064, 1.596, 2.582)
H (-2.156, 1.630, 0.699)
H (-1.513, 3.640, 2.057)
H (-2.875, 5.898, 0.198)
H (-1.945, 4.274, -0.429)
H (1.652, 4.156, -0.954)
H (1.417, 6.046, -0.835)
H (2.765, 5.194, 0.170)
H (2.474, 4.778, 2.290)
H (1.651, 6.502, 2.168)
H (0.818, 5.066, 3.144)
H (-6.699, 5.161, 2.434)
C (0.109, -5.777, -4.583)
C (-0.587, -4.441, -4.778)
O (-0.179, -3.504, -3.774)
C (1.032, -2.925, -3.967)
O (1.783, -3.126, -4.911)
O (1.280, -2.104, -2.917)
C (2.571, -1.500, -2.948)
H (-0.041, -6.145, -3.563)
H (-0.272, -6.519, -5.290)
H (1.190, -5.686, -4.730)
H (-1.667, -4.575, -4.666)
H (-0.414, -4.037, -5.782)
H (2.751, -0.992, -3.901)
H (3.340, -2.257, -2.762)
H (2.617, -0.756, -2.148)
C (6.400, -0.308, 6.385)
C (6.859, 0.796, 5.449)
O (8.154, 0.502, 4.911)
C (8.178, -0.397, 3.896)
O (7.208, -0.957, 3.408)
O (9.471, -0.589, 3.534)
C (9.648, -1.589, 2.533)
H (7.153, -0.498, 7.156)
H (5.456, -0.040, 6.868)
H (6.254, -1.249, 5.846)
H (6.953, 1.731, 6.010)
H (6.134, 0.974, 4.646)
H (9.015, -1.396, 1.660)
H (9.436, -2.577, 2.953)
H (10.693, -1.566, 2.211)
C (-7.910, -3.900, -7.117)
C (-6.713, -4.835, -7.063)
O (-5.497, -4.119, -7.307)
C (-5.014, -3.407, -6.259)
O (-5.515, -3.334, -5.146)
O (-3.892, -2.764, -6.667)
C (-3.331, -1.899, -5.683)
H (-7.920, -3.341, -8.057)
H (-8.844, -4.461, -7.025)
H (-7.872, -3.162, -6.310)
H (-6.804, -5.586, -7.854)
H (-6.664, -5.375, -6.110)
H (-3.166, -2.425, -4.737)
H (-3.983, -1.032, -5.535)
H (-2.364, -1.546, -6.052)

=====

Record 4
The following is a DFT calculation (ωB97M-V/def2-TZVPD) of one molecule with the formula C4H6O2.

SMILES: C1O[C@H]1[C@H]1CO1
Frontier orbital gap, hartree: 0.422
Calculated total energy, a.u.: -306.396140
LUMO, Eh: 0.0386
Total charge: 0
Spin multiplicity: 1
E_HOMO, eV: -10.443

Atoms and positions in Å:
C (-0.427, -1.264, 0.987)
O (-1.129, -0.136, 1.483)
C (-0.979, -0.263, 0.073)
C (-0.160, 0.833, -0.535)
C (1.292, 0.787, -0.680)
O (0.435, 0.664, -1.810)
H (0.642, -1.280, 1.197)
H (-0.941, -2.217, 1.106)
H (-1.906, -0.496, -0.452)
H (-0.617, 1.818, -0.431)
H (1.839, -0.136, -0.511)
H (1.850, 1.717, -0.559)

=====

Record 5
The following is a DFT calculation (ωB97M-V/def2-TZVPD) of a 2-piece molecular cluster, C2H9N3 overall in a non-equilibrium geometry.

Frontier orbital gap, hartree: 0.347
Calculated total energy, a.u.: -245.751862
LUMO, Eh: 0.0294
Total charge: 0
Spin multiplicity: 1
E_HOMO, eV: -8.639

Atoms and positions in Å:
C (0.260, -0.566, 0.816)
C (-0.352, 0.638, 1.524)
N (-0.523, 0.033, -2.079)
N (-0.744, -1.231, 0.022)
N (0.520, 0.657, -2.011)
H (-1.054, -0.627, -0.808)
H (-0.388, -2.097, -0.365)
H (0.609, 1.606, -1.577)
H (1.430, 0.292, -2.376)
H (0.643, -1.278, 1.554)
H (1.128, -0.225, 0.213)
H (-0.731, 1.350, 0.791)
H (-1.185, 0.315, 2.143)
H (0.388, 1.134, 2.151)

=====

Record 6
The following is a DFT calculation (ωB97M-V/def2-TZVPD) of C6H2Br2F2N2S as an isolated structure in a non-equilibrium geometry.

Frontier orbital gap (alpha / beta), hartree: 0.234 / 0.272
Calculated total energy, a.u.: -6085.086301
LUMO (alpha / beta), Eh: -0.0705 / -0.0471
Total charge: 0
Spin multiplicity: 1
E_HOMO (alpha / beta), eV: -8.295 / -8.682

Atoms and positions in Å:
C (-0.258, -0.284, 0.271)
C (0.472, 0.690, -0.386)
C (0.778, 0.326, 2.419)
C (1.580, 1.243, 1.687)
C (-0.168, -0.466, 1.677)
C (1.481, 1.415, 0.333)
N (0.772, 0.243, 3.709)
N (-0.867, -2.344, 3.704)
F (2.488, 1.921, 2.402)
F (1.553, 1.063, 4.467)
S (-1.249, -1.673, 2.310)
Br (2.702, 2.428, -0.566)
Br (-2.092, -3.499, 4.287)
H (-1.066, -0.935, -0.239)
H (0.426, 0.844, -1.539)

=====

Record 7
The following is a DFT calculation (ωB97M-V/def2-TZVPD) of a 6-piece molecular cluster, C23H36BrO18S overall in a non-equilibrium geometry.

Frontier orbital gap, hartree: 0.247
Calculated total energy, a.u.: -5224.691458
LUMO, Eh: 0.0735
Total charge: -1
Spin multiplicity: 1
E_HOMO, eV: -4.716

Atoms and positions in Å:
O (-4.077, 2.516, 0.221)
S (-3.279, 1.298, 0.346)
O (-3.674, 0.572, 1.558)
O (-3.320, 0.413, -0.786)
C (-1.577, 1.764, 0.678)
C (-0.694, 2.045, -0.565)
C (-1.315, 2.966, -1.623)
Br (-1.956, 2.035, -3.228)
H (-1.560, 2.650, 1.319)
H (-1.104, 0.963, 1.249)
H (0.181, 2.590, -0.192)
H (-0.355, 1.090, -0.967)
H (-0.536, 3.632, -1.986)
H (-2.106, 3.598, -1.222)
C (-0.911, -2.664, -1.228)
C (0.567, -2.704, -1.528)
C (1.367, -3.611, -0.626)
O (2.662, -2.981, -0.633)
C (2.451, -1.653, -0.868)
O (3.279, -0.809, -0.733)
O (1.183, -1.431, -1.265)
H (-1.415, -1.969, -1.900)
H (-1.363, -3.650, -1.341)
H (-1.094, -2.307, -0.214)
H (0.734, -2.949, -2.581)
H (1.433, -4.630, -1.001)
H (0.998, -3.630, 0.402)
C (4.814, -2.502, 2.398)
C (4.886, -3.873, 3.019)
C (5.821, -4.823, 2.315)
O (5.237, -6.097, 2.611)
C (3.910, -5.895, 2.798)
O (3.104, -6.770, 2.857)
O (3.630, -4.574, 2.903)
H (4.108, -1.872, 2.940)
H (5.791, -2.019, 2.410)
H (4.457, -2.554, 1.368)
H (5.131, -3.795, 4.082)
H (6.840, -4.771, 2.692)
H (5.831, -4.687, 1.231)
C (-0.656, 6.928, -6.068)
C (0.538, 6.165, -5.549)
C (0.471, 4.674, -5.773)
O (1.253, 4.167, -4.690)
C (1.169, 5.075, -3.680)
O (1.529, 4.881, -2.568)
O (0.614, 6.238, -4.122)
H (-0.553, 7.991, -5.851)
H (-0.761, 6.800, -7.147)
H (-1.570, 6.590, -5.579)
H (1.463, 6.586, -5.958)
H (0.896, 4.370, -6.728)
H (-0.542, 4.270, -5.687)
C (-4.386, 5.628, 1.412)
C (-2.962, 6.060, 1.653)
C (-2.753, 7.554, 1.620)
O (-1.389, 7.664, 1.199)
C (-1.108, 6.551, 0.462)
O (-0.134, 6.418, -0.202)
O (-2.092, 5.629, 0.591)
H (-4.463, 4.538, 1.422)
H (-5.047, 6.037, 2.179)
H (-4.731, 5.957, 0.431)
H (-2.590, 5.628, 2.587)
H (-2.893, 8.024, 2.591)
H (-3.385, 8.055, 0.882)
C (0.564, -7.473, 3.275)
C (-0.925, -7.236, 3.333)
C (-1.764, -8.438, 2.975)
O (-2.952, -7.838, 2.450)
C (-2.598, -6.624, 1.942)
O (-3.293, -5.955, 1.253)
O (-1.337, -6.293, 2.328)
H (1.099, -6.569, 3.520)
H (0.858, -8.255, 3.978)
H (0.873, -7.762, 2.272)
H (-1.209, -6.833, 4.310)
H (-1.996, -9.064, 3.834)
H (-1.312, -9.053, 2.192)

=====

Record 8
The following is a DFT calculation (ωB97M-V/def2-TZVPD) of one molecule with the formula C2H3PS in a non-equilibrium geometry.

Frontier orbital gap (alpha / beta), hartree: 0.263 / 0.232
Calculated total energy, a.u.: -817.424379
LUMO (alpha / beta), Eh: -0.0411 / -0.0382
Total charge: 0
Spin multiplicity: 1
E_HOMO (alpha / beta), eV: -8.270 / -7.359

Atoms and positions in Å:
C (-0.342, 0.285, -1.007)
C (0.172, -0.061, 0.178)
P (0.360, 1.519, -2.016)
S (-0.507, -1.183, 1.305)
H (-1.262, -0.096, -1.217)
H (1.207, 0.364, 0.361)
H (0.372, -0.828, 2.397)

=====

Record 9
The following is a DFT calculation (ωB97M-V/def2-TZVPD) of C4H10CsO3 as an isolated structure in a non-equilibrium geometry.

Frontier orbital gap, hartree: 0.167
Calculated total energy, a.u.: -404.136104
LUMO, Eh: 0.0810
Total charge: -1
Spin multiplicity: 1
E_HOMO, eV: -2.346

Atoms and positions in Å:
C (-2.172, -0.444, -1.061)
O (-1.966, 0.974, -1.372)
C (-1.268, 1.697, -0.409)
C (0.227, 1.431, -0.355)
O (0.521, 0.210, 0.288)
H (-1.562, -1.008, -1.809)
H (-3.222, -0.645, -1.357)
H (-1.691, 1.521, 0.601)
H (-1.400, 2.766, -0.648)
H (0.717, 2.264, 0.184)
H (0.640, 1.414, -1.381)
Cs (-1.356, -2.272, 1.176)
O (1.375, -3.513, 2.328)
H (2.126, -3.896, 1.874)
C (1.951, -0.061, 0.463)
H (2.131, -0.205, 1.536)
H (2.518, 0.714, -0.081)
H (2.432, -0.947, 0.023)

=====

Record 10
The following is a DFT calculation (ωB97M-V/def2-TZVPD) of one molecule with the formula C6H7NO2 in a non-equilibrium geometry.

SMILES: [H]/N=C(/C=O)OC(=C)C=C
Frontier orbital gap, hartree: 0.344
Calculated total energy, a.u.: -437.937397
LUMO, Eh: 0.0094
Total charge: 0
Spin multiplicity: 1
E_HOMO, eV: -9.111

Atoms and positions in Å:
H (2.655, -1.490, -1.474)
N (2.542, -0.569, -1.046)
C (1.478, -0.438, -0.394)
C (1.234, 0.996, 0.430)
O (1.001, 0.895, 1.608)
O (0.567, -1.443, -0.181)
C (-0.714, -0.946, 0.001)
C (-1.531, -1.473, 0.906)
C (-0.854, 0.334, -0.702)
C (-1.170, 1.517, -0.096)
H (1.918, 1.682, -0.075)
H (-1.319, -2.430, 1.361)
H (-2.420, -0.936, 1.199)
H (-0.435, 0.375, -1.697)
H (-1.695, 1.505, 0.843)
H (-1.257, 2.419, -0.682)

=====

Record 11
The following is a DFT calculation (ωB97M-V/def2-TZVPD) of an isolated ion of composition C7H9N and charge +1 in a non-equilibrium geometry.

Frontier orbital gap (alpha / beta), hartree: 0.193 / 0.271
Calculated total energy, a.u.: -326.340363
LUMO (alpha / beta), Eh: -0.2406 / -0.2300
Total charge: +1
Spin multiplicity: 2
E_HOMO (alpha / beta), eV: -11.805 / -13.621

Atoms and positions in Å:
C (2.943, 0.348, -0.249)
C (1.569, 0.089, 0.102)
C (0.862, -0.975, -0.454)
N (-0.337, -1.590, 0.031)
C (-0.898, -0.218, 0.367)
C (0.290, 0.584, -0.267)
C (-3.442, 0.337, 0.460)
C (-2.021, 0.434, 0.681)
H (3.370, -0.513, -0.787)
H (3.655, 0.368, 0.600)
H (3.138, 1.263, -0.806)
H (1.039, -1.262, -1.496)
H (-0.259, -1.874, 1.010)
H (-0.104, 1.045, -1.168)
H (-3.919, -0.035, -0.433)
H (-4.084, 0.589, 1.288)
H (-1.803, 1.412, 1.122)

=====

Record 12
The following is a DFT calculation (ωB97M-V/def2-TZVPD) of one molecule with the formula C26H43N5O8.

SMILES: CC(C)(C)OC(=O)CNC(=O)c1[nH]cnc1C(=O)N[C@@H](CCCCNC(=O)OC(C)(C)C)C(=O)OC(C)(C)C
Frontier orbital gap, hartree: 0.360
Calculated total energy, a.u.: -1892.415558
LUMO, Eh: 0.0190
Total charge: 0
Spin multiplicity: 1
E_HOMO, eV: -9.278

Atoms and positions in Å:
C (-4.432, -1.307, 0.725)
C (-3.917, -2.128, -0.455)
C (-4.943, -3.167, -0.903)
C (-3.522, -1.220, -1.619)
O (-2.676, -2.782, -0.083)
C (-2.613, -3.652, 0.908)
O (-3.522, -4.040, 1.594)
C (-1.172, -4.139, 1.088)
N (-0.224, -3.286, 0.429)
C (0.287, -3.613, -0.768)
O (0.209, -4.715, -1.291)
C (1.040, -2.534, -1.447)
N (1.762, -2.861, -2.558)
C (2.302, -1.730, -3.044)
N (1.962, -0.690, -2.331)
C (1.171, -1.161, -1.318)
C (0.609, -0.231, -0.327)
O (0.127, -0.583, 0.747)
N (0.706, 1.053, -0.700)
C (0.174, 2.136, 0.082)
C (0.937, 3.444, -0.164)
C (2.455, 3.261, -0.047)
C (3.153, 3.086, -1.401)
C (4.416, 2.229, -1.282)
N (4.108, 0.857, -0.958)
C (4.296, 0.358, 0.286)
O (4.829, 0.963, 1.187)
O (3.831, -0.906, 0.339)
C (3.934, -1.662, 1.571)
C (3.359, -3.036, 1.225)
C (3.095, -0.995, 2.661)
C (5.395, -1.798, 1.999)
C (-1.313, 2.337, -0.248)
O (-1.866, 1.757, -1.147)
O (-1.842, 3.227, 0.569)
C (-3.226, 3.660, 0.437)
C (-4.169, 2.476, 0.632)
C (-3.436, 4.314, -0.927)
C (-3.400, 4.682, 1.560)
H (-3.647, -0.642, 1.076)
H (-4.732, -1.960, 1.540)
H (-5.288, -0.714, 0.414)
H (-5.839, -2.666, -1.257)
H (-4.534, -3.771, -1.710)
H (-5.207, -3.820, -0.075)
H (-4.401, -0.717, -2.012)
H (-2.802, -0.473, -1.297)
H (-3.071, -1.812, -2.412)
H (-0.960, -4.206, 2.158)
H (-1.096, -5.139, 0.647)
H (-0.183, -2.303, 0.719)
H (1.824, -3.808, -2.902)
H (2.933, -1.691, -3.910)
H (1.019, 1.235, -1.642)
H (0.247, 1.845, 1.137)
H (0.580, 4.167, 0.570)
H (0.685, 3.828, -1.155)
H (2.890, 4.122, 0.461)
H (2.660, 2.390, 0.576)
H (3.424, 4.061, -1.809)
H (2.487, 2.605, -2.120)
H (5.057, 2.608, -0.483)
H (4.969, 2.251, -2.226)
H (3.506, 0.335, -1.587)
H (2.306, -2.949, 0.974)
H (3.466, -3.704, 2.073)
H (3.888, -3.457, 0.374)
H (3.517, -0.027, 2.916)
H (3.084, -1.621, 3.549)
H (2.074, -0.859, 2.312)
H (5.812, -0.823, 2.232)
H (5.978, -2.247, 1.197)
H (5.459, -2.431, 2.879)
H (-3.964, 1.987, 1.582)
H (-5.198, 2.826, 0.634)
H (-4.043, 1.755, -0.170)
H (-4.441, 4.721, -0.986)
H (-2.721, 5.123, -1.069)
H (-3.305, 3.585, -1.722)
H (-2.704, 5.506, 1.427)
H (-4.414, 5.070, 1.555)
H (-3.203, 4.215, 2.521)